*i*
{
  "formula": "C3H14O3S",
  "method": "ωB97M-V with the def2-TZVPD basis set",
  "mol_weight_g_mol": 130.21,
  "orbital_gap_ev": 9.3,
  "smiles": "CCCS.O.O.O",
  "homo_ev": -8.9674,
  "lumo_ev": 0.348,
  "elements": ["H", "H", "C", "S", "O", "O", "H", "H", "O", "H", "H", "H", "H", "H", "C", "C", "H", "H", "H", "H", "H"],
  "xyz": [[2.90, -1.26, 0.58], [-0.45, -1.30, -2.03], [2.35, -0.34, 0.44], [-0.82, -0.69, 3.12], [0.13, 2.07, -0.33], [-3.74, 0.97, -2.79], [1.11, 0.95, 1.75], [-4.21, 1.18, -1.98], [-0.62, -0.84, -2.85], [1.81, -0.42, -0.51], [-1.58, -0.68, -2.94], [1.96, -0.31, 2.54], [-3.77, 1.77, -3.33], [3.08, 0.47, 0.35], [1.43, -0.07, 1.61], [0.18, -0.94, 1.63], [0.02, -1.21, 3.97], [0.88, 1.89, -0.92], [0.40, -2.01, 1.63], [-0.46, -0.83, 0.75], [-0.60, 1.61, -0.70]]
}



*ii*
{
  "formula": "C3H14O3S",
  "method": "ωB97M-V with the def2-TZVPD basis set",
  "mol_weight_g_mol": 130.21,
  "orbital_gap_ev": 8.9,
  "smiles": "CCSC.O.O.O",
  "homo_ev": -8.3140,
  "lumo_ev": 0.632,
  "elements": ["H", "O", "C", "H", "H", "O", "H", "S", "H", "H", "H", "H", "C", "H", "C", "H", "H", "H", "H", "H", "O"],
  "xyz": [[-3.24, 0.73, -2.77], [-3.11, 0.61, -1.82], [-0.65, 0.84, 0.45], [1.32, 1.44, -0.38], [0.92, -0.26, 2.80], [-2.74, -0.22, 3.21], [-1.16, 1.68, 0.92], [1.82, -0.47, 0.71], [3.93, -0.62, -5.98], [-3.45, 0.32, 2.84], [-0.83, 0.70, -0.61], [-3.29, -0.97, 3.49], [0.87, 1.12, 0.55], [2.12, -1.52, 2.79], [1.22, -1.17, 2.29], [-2.67, 1.40, -1.49], [1.17, 1.76, 1.37], [4.32, -1.97, -5.43], [-0.83, -0.08, 1.00], [0.34, -1.78, 2.24], [3.93, -1.55, -6.20]]
}



Most stable one: *i*, least stable one: *ii*.



*i*
{
  "formula": "C5H40N2O14",
  "method": "ωB97M-V with the def2-TZVPD basis set",
  "mol_weight_g_mol": 352.38,
  "orbital_gap_ev": 8.3,
  "homo_ev": -8.2057,
  "lumo_ev": 0.046,
  "elements": ["H", "O", "C", "H", "H", "H", "H", "O", "H", "O", "H", "O", "H", "H", "C", "H", "O", "O", "H", "H", "H", "H", "C", "H", "H", "H", "O", "H", "O", "C", "H", "H", "O", "H", "O", "O", "H", "H", "N", "H", "O", "H", "H", "H", "O", "H", "H", "C", "H", "H", "N", "H", "H", "H", "H", "H", "O", "H", "H", "H", "H"],
  "xyz": [[2.06, 1.63, -1.99], [0.92, -1.63, 1.44], [-0.91, 1.12, 2.21], [3.18, 1.75, -0.78], [-2.59, -3.06, -3.17], [-3.24, 1.97, 2.04], [0.14, -1.09, -2.45], [0.89, -0.60, 3.88], [-0.27, 1.31, -1.22], [-4.57, -0.70, 2.05], [0.92, -4.81, -0.18], [-2.19, -2.55, -2.46], [4.62, -2.81, -0.39], [1.08, 3.18, -0.47], [0.01, 1.35, -0.17], [-1.46, -2.99, -2.03], [1.81, -5.11, -0.41], [-0.38, -3.42, -0.02], [-0.31, 2.33, -3.77], [-4.77, -1.33, 1.36], [0.11, 0.97, 2.50], [1.61, 2.30, 0.96], [1.27, 2.20, -0.07], [-0.35, 4.54, 0.67], [-2.77, -2.70, -0.18], [0.58, -0.33, 4.74], [4.05, -2.31, 0.21], [4.47, -2.45, 1.07], [1.49, 0.47, -4.20], [-2.20, 2.22, 0.37], [0.59, 5.60, 0.06], [-4.11, 0.03, 1.64], [-0.56, -0.52, -2.84], [2.48, 2.87, 3.55], [2.30, 1.93, 3.68], [-2.95, -2.70, 0.78], [-2.29, 2.57, -0.66], [2.13, -0.35, -1.28], [-3.28, 2.54, 1.22], [2.45, -4.54, 0.01], [0.54, 4.91, 0.73], [0.56, 0.32, -4.41], [0.96, -0.97, 0.73], [0.63, -1.21, 2.28], [1.82, -1.18, -1.70], [-0.63, -4.23, 0.43], [0.21, 3.74, -3.87], [-1.06, 1.69, 0.82], [1.68, -0.07, 3.73], [-1.67, 0.33, 2.23], [2.22, 1.52, -0.99], [1.89, 1.68, 2.86], [0.26, -2.87, 0.48], [-4.15, 2.62, 0.73], [-1.37, -0.97, -2.51], [2.58, -1.77, -1.82], [-0.61, 3.23, -3.91], [-2.14, -2.29, 1.08], [1.59, -0.18, -3.50], [0.19, 0.28, -0.16], [-1.30, 1.79, 3.00]]
}



*ii*
{
  "formula": "C5H40N2O14",
  "method": "ωB97M-V with the def2-TZVPD basis set",
  "mol_weight_g_mol": 352.38,
  "orbital_gap_ev": 9.4,
  "homo_ev": -9.4549,
  "lumo_ev": -0.036,
  "elements": ["O", "H", "H", "H", "H", "O", "H", "H", "O", "H", "H", "H", "C", "N", "O", "H", "O", "H", "H", "H", "O", "H", "H", "H", "H", "H", "H", "O", "H", "C", "H", "C", "H", "H", "H", "H", "H", "H", "O", "H", "H", "O", "H", "H", "H", "N", "H", "H", "C", "H", "H", "O", "H", "H", "H", "O", "H", "O", "O", "O", "C"],
  "xyz": [[-1.58, 0.14, 3.57], [-1.06, -1.02, -4.06], [-1.10, 2.56, 4.17], [-1.04, -0.12, -0.55], [-1.64, 2.13, -1.15], [2.50, 3.20, -0.34], [1.86, -0.41, 2.57], [-2.85, 1.56, -0.38], [-0.17, 2.34, 4.06], [-1.54, 0.43, -3.88], [2.51, 0.79, -2.68], [-4.13, 2.05, 1.10], [-2.34, -3.20, -0.47], [2.35, -1.66, 0.47], [0.95, -1.98, -2.30], [3.08, 2.66, -0.92], [-4.58, 1.70, 0.33], [3.20, -1.15, 0.42], [1.22, -0.72, -3.22], [0.55, 2.05, -2.69], [4.66, 1.67, 0.62], [1.71, 1.00, 1.78], [0.13, -2.74, 0.27], [0.27, 0.35, 2.23], [0.63, 2.57, -1.25], [3.99, 1.18, -2.64], [-1.39, -3.69, -0.72], [-2.51, -3.46, 0.92], [-3.44, -3.39, 1.13], [1.16, -0.80, 0.51], [1.68, -2.15, -1.67], [1.21, 0.00, 1.79], [4.47, 0.78, 0.36], [2.37, -2.37, 1.19], [-2.31, -1.75, -2.02], [4.77, 2.29, -0.09], [-3.13, -1.16, -0.52], [-1.54, -0.81, 3.47], [3.20, 1.29, -2.11], [-0.05, -3.84, 2.81], [-5.01, 0.86, 0.50], [-1.95, 1.91, -0.25], [-2.32, 3.60, 1.20], [-3.18, -3.67, -1.03], [1.19, -3.51, 3.53], [-0.95, -1.14, -0.60], [0.21, -1.56, -1.75], [1.78, -0.17, -4.56], [-2.27, -1.71, -0.91], [0.23, 1.93, 4.82], [-0.90, 0.49, 2.97], [0.03, 2.46, -2.00], [2.76, 2.76, 0.48], [-1.40, 4.10, 0.35], [1.19, -0.27, -0.45], [-1.75, 4.40, 1.21], [-0.57, -1.72, 1.45], [-1.38, -0.25, -4.55], [1.58, 0.12, -3.67], [0.74, -3.28, 2.69], [-0.11, -1.68, 0.48]]
}



Most stable one: *i*, least stable one: *ii*.



*i*
{
  "formula": "C3H3ClN2",
  "method": "ωB97M-V with the def2-TZVPD basis set",
  "mol_weight_g_mol": 102.52,
  "orbital_gap_ev": 11.4,
  "smiles": "[H]/N=C/[C@@H](Cl)C#N",
  "homo_ev": -11.2335,
  "lumo_ev": 0.196,
  "elements": ["H", "Cl", "C", "H", "C", "C", "N", "H", "N"],
  "xyz": [[-2.45, 0.41, -0.37], [1.80, 1.35, -0.12], [1.21, -1.06, 0.61], [-1.05, 0.82, 0.99], [-0.72, 0.45, 0.06], [0.66, -0.09, -0.35], [-1.58, 0.23, -0.82], [0.49, -0.31, -1.36], [1.64, -1.80, 1.35]]
}



*ii*
{
  "formula": "C3H3ClN2",
  "method": "ωB97M-V with the def2-TZVPD basis set",
  "mol_weight_g_mol": 102.52,
  "orbital_gap_ev": [8.0, 8.0],
  "homo_ev": [-8.6433, -8.6419],
  "lumo_ev": [-0.654, -0.654],
  "elements": ["H", "C", "Cl", "N", "C", "H", "C", "N", "H"],
  "xyz": [[-2.20, -0.64, -0.35], [1.55, 0.32, 0.60], [2.96, -0.16, -0.14], [0.65, 0.96, 0.08], [-1.13, -0.39, -0.03], [-1.29, 1.76, -0.38], [-0.61, 1.00, -0.10], [-0.49, -1.45, 0.09], [0.56, -1.39, 0.23]]
}



Most stable one: *i*, least stable one: *ii*.



*i*
{
  "formula": "C15H18N4O3",
  "method": "ωB97M-V with the def2-TZVPD basis set",
  "mol_weight_g_mol": 302.33,
  "orbital_gap_ev": 9.6,
  "smiles": "N[C@@H](Cc1c[nH]cn1)C(=O)N[C@@H](Cc1ccccc1)C(=O)O",
  "homo_ev": -8.9135,
  "lumo_ev": 0.676,
  "elements": ["H", "C", "H", "H", "C", "C", "C", "H", "C", "H", "H", "H", "C", "C", "C", "H", "N", "C", "H", "N", "C", "C", "H", "H", "H", "C", "O", "H", "H", "C", "H", "C", "N", "H", "O", "O", "N", "C", "H", "H"],
  "xyz": [[-2.97, 0.42, -0.85], [-0.39, -2.68, -2.07], [3.43, 0.41, -1.04], [-1.18, 0.10, 1.48], [1.85, 1.84, -0.58], [-0.74, 2.71, 1.38], [-2.26, -0.25, -0.33], [0.39, 3.99, -0.01], [-1.18, -0.49, -1.49], [2.47, -2.22, 0.39], [2.16, -4.60, -0.61], [-1.89, -0.77, -2.41], [-0.22, -1.61, -1.31], [0.52, 3.40, 0.95], [1.61, 2.35, 0.68], [4.07, 0.31, 1.27], [3.02, 1.08, -0.45], [3.25, 1.01, 0.92], [-1.55, 3.46, 1.55], [2.39, 1.69, 1.63], [-1.26, 1.73, 0.32], [0.83, -1.49, -0.41], [-0.75, 0.47, -1.59], [0.81, 4.11, 1.74], [0.40, 1.62, 2.82], [0.54, -3.70, -1.89], [-3.45, -2.40, -0.77], [0.32, -4.55, -2.57], [-0.56, 2.69, 3.34], [-3.08, -1.58, 0.00], [1.30, 2.06, -1.49], [1.61, -3.71, -0.99], [-0.56, 2.03, 2.64], [-3.83, -2.55, 1.34], [-3.34, -1.68, 1.37], [-1.57, 2.20, -0.79], [-1.62, 0.47, 0.71], [1.69, -2.49, -0.29], [-1.18, -2.76, -2.80], [0.92, -0.58, 0.20]]
}



*ii*
{
  "formula": "C15H18N4O3",
  "method": "ωB97M-V with the def2-TZVPD basis set",
  "mol_weight_g_mol": 302.33,
  "orbital_gap_ev": 9.1,
  "smiles": "N[C@@H](Cc1ccccc1)C(=O)N[C@@H](Cc1c[nH]cn1)C(=O)O",
  "homo_ev": -8.7182,
  "lumo_ev": 0.408,
  "elements": ["H", "H", "H", "C", "C", "H", "N", "C", "H", "C", "C", "H", "O", "H", "C", "C", "C", "N", "O", "O", "H", "H", "C", "H", "H", "C", "H", "H", "H", "N", "C", "N", "H", "C", "C", "H", "C", "H", "C", "H"],
  "xyz": [[-1.60, -0.43, -0.47], [-1.58, -1.56, 0.81], [2.74, -2.07, -0.40], [-0.50, 2.57, 3.38], [0.33, -2.08, -3.02], [-1.62, 0.34, -3.73], [-1.49, -0.46, 0.60], [-0.14, 0.10, 0.96], [-0.32, 4.51, 4.19], [-1.03, -0.62, -3.68], [3.31, -1.27, -2.20], [1.94, -3.64, -2.32], [1.59, -1.77, 1.41], [3.70, -0.16, -0.46], [1.06, -0.98, 0.58], [-0.91, 3.83, 3.69], [0.27, -2.08, -4.46], [-0.66, -1.11, -4.78], [3.48, -1.63, -3.47], [4.14, -0.35, -1.37], [0.71, -3.29, -1.06], [0.84, 0.48, 2.83], [-0.15, 0.31, 2.42], [-3.18, 0.53, 2.57], [1.15, -2.22, -5.28], [-3.14, 2.78, 3.33], [0.10, 0.96, 0.42], [-0.63, -0.70, 2.67], [-0.76, -0.69, -5.58], [-0.40, -0.99, -2.56], [-2.37, 4.01, 3.73], [1.58, -0.71, -0.74], [-4.30, 3.09, 3.42], [1.17, -2.74, -1.96], [-2.56, 1.52, 2.80], [0.53, -0.41, -1.14], [2.20, -1.85, -1.35], [0.64, 2.44, 3.43], [-1.17, 1.41, 2.88], [-2.97, 4.93, 3.92]]
}



Most stable one: *i*, least stable one: *ii*.